(1)
8
Properties=species:S:1:pos:R:3:forces:R:3 method="wB97M-V/def2-TZVPD" spin_multiplicity=1 homo_ev=-10.60 gap_ev=8.76
C -0.393237 0.699615 1.150041 1.397 -0.052 -2.808
C 0.118678 0.312749 -0.165700 -1.732 4.297 -1.992
N -0.724981 1.227348 2.091566 -0.831 0.921 2.186
N -0.144638 -1.083829 -0.339278 0.193 -1.803 -1.489
O -0.549224 -1.655002 0.658428 0.047 -0.317 -0.911
O 0.137404 -1.558887 -1.438416 -0.699 0.030 1.386
I 2.123919 0.761194 -0.656353 0.221 0.059 0.382
H -0.567918 1.296813 -1.300289 1.403 -3.135 3.245

(2)
8
Properties=species:S:1:pos:R:3:forces:R:3 method="wB97M-V/def2-TZVPD" spin_multiplicity=1 homo_ev="-8.56 / -8.56" gap_ev="7.14 / 7.13"
S 1.820893 3.555833 -0.886437 -0.440 2.461 0.191
N 2.375624 2.161657 -0.562137 -0.363 -3.675 -1.545
C 2.430211 0.964948 -0.701874 1.430 1.447 1.176
I 3.597193 -0.444062 0.192531 -0.159 -0.114 -0.109
N 0.246721 0.739356 0.679997 0.766 -0.999 0.798
C 0.084191 0.118953 1.700838 0.474 1.374 -1.766
O 0.182502 -0.460857 2.673690 -0.199 -1.614 2.413
H -0.408765 1.222844 0.165543 -1.509 1.121 -1.157

(3)
8
Properties=species:S:1:pos:R:3:forces:R:3 method="wB97M-V/def2-TZVPD" spin_multiplicity=1 homo_ev="-8.50 / -8.50" gap_ev="7.32 / 7.32"
S -0.839205 -3.075891 0.216908 3.026 -3.609 -0.180
N -1.930538 -2.038868 0.161474 -2.498 4.134 1.073
C -2.411864 -1.004448 0.500261 -1.543 -0.650 -1.692
I -3.754012 0.382061 -0.138602 0.380 -0.191 0.311
N -0.697786 -0.258220 1.872136 -0.024 -1.184 1.381
C -0.185695 0.777601 1.574893 -0.940 -2.612 -0.097
O 0.110506 1.767045 1.082578 1.057 2.540 -0.449
H -0.623250 -1.254539 2.153663 0.542 1.573 -0.346

(4)
6
Properties=species:S:1:pos:R:3:forces:R:3 method="wB97M-V/def2-TZVPD" spin_multiplicity=1 homo_ev=-10.21 gap_ev=9.59
O 0.817799 -0.516509 -0.202752 0.967 1.489 -0.825
C 0.121798 -1.343912 0.262118 -0.504 1.171 -0.040
C -1.314805 -1.476580 -0.078893 -1.203 -0.500 -0.946
O -1.619849 -2.506615 -0.586554 -0.336 -0.149 0.146
I -2.698609 0.136851 0.073445 0.264 0.047 0.140
H 0.486455 -2.093570 0.873775 0.811 -2.058 1.525

(5)
8
Properties=species:S:1:pos:R:3:forces:R:3 method="wB97M-V/def2-TZVPD" spin_multiplicity=2 homo_ev="-11.77 / -14.29" charge=+1 gap_ev="5.92 / 8.44"
O -1.949362 0.869012 -0.508127 0.491 -0.971 0.403
C -1.356296 -0.168638 -0.348774 -1.812 0.581 -1.306
O -0.025734 -0.212015 -0.392928 2.386 0.283 -0.194
C 0.897520 -0.251332 0.930861 -1.836 0.205 2.116
O 0.409312 -0.633392 1.952092 0.706 0.175 -2.186
O 1.927519 0.332998 0.559700 1.306 0.509 -1.631
La 1.895098 1.241118 -1.773211 -1.008 -1.095 2.145
H -1.798058 -1.177750 -0.419614 -0.232 0.314 0.654

(6)
7
Properties=species:S:1:pos:R:3:forces:R:3 method="wB97M-V/def2-TZVPD" spin_multiplicity=1 homo_ev="-21.85 / -21.85" charge=+3 gap_ev="5.44 / 5.45"
O -0.028291 -0.998650 -1.399363 -3.857 -2.427 3.201
C -0.759346 -1.497242 -0.662039 2.880 1.956 -4.560
Lu 2.406414 -0.403424 -0.534431 3.262 -1.178 0.243
Li 0.914134 1.784524 -0.750786 -1.072 2.198 -0.046
H -1.351962 -2.010049 0.063571 -1.184 -0.706 1.127
C -0.347981 1.575156 1.129442 -1.099 0.073 2.431
O -0.832969 1.549685 2.153607 1.071 0.084 -2.397

Total energy per entry: -634.276863 -957.354073 -957.343252 -524.945688 -409.062875 -1468.906005 hartree